# 1
{"formula": "C11H13FN2O8", "method": "ωB97M-V/def2-TZVPD", "symbols": ["C", "O", "C", "O", "C", "O", "C", "O", "C", "N", "C", "O", "N", "C", "C", "F", "C", "O", "C", "O", "C", "O", "H", "H", "H", "H", "H", "H", "H", "H", "H", "H", "H", "H", "H"], "xyz": [[0.826, -3.573, -2.449], [0.515, -2.188, -2.536], [1.372, -1.309, -1.875], [2.409, -1.701, -1.374], [0.979, 0.035, -1.438], [0.415, -0.229, -0.128], [-0.137, 0.958, 0.535], [-0.782, 0.484, 1.760], [-1.954, -0.172, 1.576], [-1.731, -1.546, 1.704], [-2.814, -2.282, 2.099], [-2.460, -3.380, 2.446], [-4.193, -1.928, 1.931], [-4.358, -0.595, 1.645], [-3.219, 0.399, 1.532], [-3.342, 1.760, 1.582], [1.078, 1.793, 1.009], [0.747, 3.092, 1.616], [1.660, 2.206, -0.257], [2.674, 3.228, -0.156], [2.180, 1.134, -1.307], [2.484, 1.753, -2.557], [1.125, -3.875, -1.462], [0.153, -4.300, -2.902], [1.788, -3.638, -2.896], [0.211, 0.469, -2.015], [-0.881, 1.502, -0.018], [-0.793, -1.957, 1.922], [-5.320, -0.014, 1.547], [1.736, 1.088, 1.569], [0.166, 2.900, 2.399], [0.903, 2.846, -0.804], [2.519, 3.851, 0.635], [3.013, 0.633, -0.920], [3.026, 2.555, -2.412]], "homo_lumo_gap_ev": 8.7, "e_homo_ev": -9.23, "e_lumo_ev": -0.511, "de_lowest_kj_mol": 232.07}

=====

# 2
{"formula": "C11H13IN", "method": "ωB97M-V/def2-TZVPD", "symbols": ["C", "C", "C", "C", "C", "C", "C", "C", "C", "C", "C", "N", "I", "H", "H", "H", "H", "H", "H", "H", "H", "H", "H", "H", "H", "H"], "xyz": [[1.410, -2.205, -1.447], [0.800, -1.345, -2.326], [2.101, -1.893, -0.285], [0.822, -0.004, -1.951], [2.169, -0.591, 0.037], [1.500, 0.405, -0.733], [-1.332, -0.081, 2.126], [-1.945, -0.362, 0.916], [-0.654, 1.269, 2.027], [-1.554, 0.785, -0.089], [1.527, 1.699, -0.503], [-0.859, 1.769, 0.684], [2.673, 2.616, 0.940], [1.467, -3.346, -1.693], [0.074, -1.692, -3.055], [2.702, -2.652, 0.167], [0.289, 0.727, -2.449], [2.633, -0.235, 0.978], [-1.231, -0.709, 2.940], [-2.548, -1.163, 0.660], [-1.078, 1.976, 2.746], [0.402, 1.042, 2.110], [-0.783, 0.326, -0.788], [-2.451, 1.073, -0.471], [1.101, 2.383, -1.198], [-1.174, 2.777, 0.624]], "charge": 1, "homo_lumo_gap_ev": 6.5, "e_homo_ev": -12.19, "e_lumo_ev": -5.659, "de_lowest_kj_mol": 206.27}

=====

# 3
{"formula": "C11H13N", "method": "ωB97M-V/def2-TZVPD", "symbols": ["C", "C", "C", "C", "N", "C", "C", "C", "C", "C", "C", "C", "H", "H", "H", "H", "H", "H", "H", "H", "H", "H", "H", "H", "H"], "xyz": [[-0.017, -2.193, -2.606], [1.283, -2.105, -1.860], [2.530, -2.085, -2.723], [1.401, -1.544, -0.553], [0.340, -0.970, 0.048], [0.526, 0.025, 0.919], [-0.534, 1.028, 1.457], [-0.101, 2.054, 2.432], [-1.125, 2.852, 3.059], [-2.441, 2.760, 2.649], [-2.709, 1.934, 1.543], [-1.831, 1.097, 0.959], [0.064, -2.951, -3.424], [-0.803, -2.472, -1.923], [-0.273, -1.223, -3.087], [2.635, -2.956, -3.441], [3.428, -2.182, -2.098], [2.637, -1.197, -3.389], [2.442, -1.566, -0.102], [1.611, 0.082, 1.174], [0.886, 2.050, 2.838], [-0.982, 3.558, 3.850], [-3.144, 3.494, 3.151], [-3.729, 1.934, 1.129], [-2.096, 0.575, -0.003]], "homo_lumo_gap_ev": 7.7, "e_homo_ev": -7.80, "e_lumo_ev": -0.112, "de_lowest_kj_mol": 245.72}